1.
A 7-piece molecular cluster, C39H99N6O5 overall at a distorted geometry, computed with ωB97M-V/def2-TZVPD.

The value obtained for the HOMO energy is -17.776 eV. Its HOMO-LUMO gap is 7.965 eV. Its charge is +5. For the energy above the lowest of the compared OMol25 structures with the same formula, charge and spin, the calculation gives 0.0 kJ/mol. Its multiplicity is 1. The LUMO energy is -9.81 eV.

The geometry in XYZ format:
```
149
Properties=species:S:1:pos:R:3:forces:R:3:mulliken_charge:R:1
C 0.687 0.358 0.593 1.07 1.92 -0.29 -0.071
O 0.425 1.722 0.390 -0.68 -0.26 0.37 -0.641
H -0.143 -0.178 1.072 -0.03 -0.39 -0.09 0.046
H 1.015 -0.112 -0.350 -0.50 -0.46 -0.18 -0.353
H 1.597 0.253 1.210 -0.13 -0.39 0.45 0.202
C -2.258 -5.531 -5.926 0.28 -0.25 -0.65 -1.473
C -1.441 -4.650 -4.995 0.01 -0.38 0.43 0.336
C -0.943 -5.542 -3.842 -0.17 0.53 0.48 -1.010
N 0.061 -4.886 -2.854 0.26 -0.79 -2.55 0.046
C -0.634 -3.700 -2.194 0.58 -1.24 0.41 -0.505
C 0.013 -3.196 -0.884 -0.75 0.28 -0.95 0.040
C 0.774 -4.200 -0.021 -1.19 -0.96 -0.06 -0.996
C 1.393 -5.398 -0.808 1.20 0.96 0.37 -0.943
C 0.535 -6.012 -1.909 -0.98 1.73 0.46 -0.496
C 1.260 -4.479 -3.708 -0.35 0.76 1.91 -0.967
H -2.864 -6.267 -5.398 -0.19 0.13 -0.07 0.398
H -1.559 -6.064 -6.572 -0.08 -0.29 0.14 0.400
H -2.855 -4.957 -6.633 -0.24 0.07 0.29 0.394
H -2.047 -3.836 -4.590 0.02 0.04 0.01 -0.122
H -0.647 -4.225 -5.609 0.14 0.09 0.29 0.227
H -0.524 -6.486 -4.190 0.39 0.22 -0.15 0.472
H -1.783 -5.833 -3.209 -0.13 0.06 -0.10 0.587
H -1.636 -4.092 -2.019 -0.06 0.14 0.17 0.309
H -0.700 -2.906 -2.935 0.06 -0.08 -0.07 0.541
H -0.848 -2.762 -0.368 0.16 -0.05 0.39 0.210
H 0.614 -2.315 -1.120 0.34 -0.22 -0.02 -0.200
H 0.136 -4.711 0.704 -0.48 0.45 0.00 0.408
H 1.417 -3.565 0.587 0.73 -0.67 -0.13 0.432
H 1.717 -6.162 -0.102 -0.27 -0.14 -0.02 0.529
H 2.341 -5.023 -1.201 0.02 -0.34 -0.44 0.325
H -0.420 -6.421 -1.577 0.22 -0.24 0.48 0.449
H 1.036 -6.762 -2.516 0.14 0.11 0.04 0.439
H 1.723 -5.367 -4.127 -0.05 0.10 -0.14 0.281
H 1.890 -4.008 -2.954 0.59 -0.08 -0.46 0.473
H 0.990 -3.715 -4.430 -0.16 -0.30 -0.15 0.362
C -6.179 -1.740 -0.324 0.30 0.87 0.54 -1.380
C -5.552 -2.056 -1.672 -0.31 -0.79 0.25 0.034
C -5.539 -0.817 -2.580 0.27 0.22 0.11 -0.739
N -4.186 -0.355 -3.161 0.02 0.39 0.30 0.308
C -4.443 0.725 -4.248 -1.29 -1.32 -0.30 -0.714
C -3.168 1.315 -4.810 -0.99 -1.21 0.81 -0.728
C -2.466 1.955 -3.622 1.77 1.66 -1.54 -0.671
C -2.106 1.064 -2.460 -2.02 -1.35 -0.01 0.874
C -3.345 0.254 -2.006 -1.03 -0.10 -0.69 -1.061
C -3.468 -1.508 -3.742 2.14 -0.19 0.01 -1.419
H -6.328 -2.522 0.421 -0.01 -0.64 -0.69 0.488
H -7.152 -1.283 -0.510 0.04 0.21 0.35 0.404
H -5.503 -1.063 0.210 -0.32 0.52 -0.12 0.097
H -6.217 -2.789 -2.130 0.41 -0.20 -0.25 0.467
H -4.579 -2.524 -1.514 0.01 0.03 -0.21 -0.159
H -5.893 0.031 -1.995 -0.08 0.15 -0.26 0.650
H -6.229 -0.998 -3.402 0.23 0.28 -0.25 0.457
H -5.170 1.430 -3.844 0.31 0.16 0.30 0.503
H -5.003 0.128 -4.972 0.05 0.30 -0.32 0.507
H -3.402 1.968 -5.649 -0.06 0.38 0.33 0.492
H -2.697 0.451 -5.287 0.77 0.31 0.16 0.260
H -2.947 2.909 -3.394 -0.56 -0.38 0.56 0.346
H -1.522 2.368 -3.998 0.18 -0.17 0.03 0.220
H -1.855 1.634 -1.566 0.85 -0.10 -0.18 0.219
H -1.386 0.321 -2.809 0.59 0.33 0.45 -0.521
H -4.054 0.921 -1.514 0.03 0.08 -0.01 0.585
H -3.196 -0.602 -1.348 0.50 0.17 0.14 0.377
H -3.845 -1.963 -4.656 -0.89 0.11 0.35 0.408
H -3.196 -2.223 -2.967 -0.90 -0.27 0.01 0.149
H -2.447 -1.236 -4.030 -0.21 0.69 -0.14 0.613
C -4.946 -1.368 2.998 -1.23 -0.61 0.26 -1.082
N -4.481 -0.199 3.808 0.30 -0.43 -0.09 -0.215
C -5.579 0.071 4.839 0.52 0.23 -1.31 -0.808
C -3.174 -0.561 4.520 -1.82 1.08 -0.34 -0.841
C -4.297 0.998 2.872 -0.86 -0.96 -0.97 -0.943
C -3.232 0.742 1.765 0.69 1.14 0.56 0.595
O -2.187 1.651 2.064 0.35 -0.09 0.39 -0.332
H -5.138 -2.270 3.585 0.83 0.17 0.56 0.486
H -4.288 -1.625 2.177 0.00 0.27 0.04 0.398
H -5.979 -1.200 2.688 0.27 0.60 -0.60 0.493
H -5.763 -0.890 5.311 -0.18 0.28 0.39 0.387
H -6.418 0.405 4.232 -0.28 -0.16 0.33 0.416
H -5.287 0.888 5.493 0.15 -0.26 0.21 0.364
H -2.464 -0.842 3.751 0.26 -0.03 0.33 0.326
H -3.443 -1.339 5.229 0.41 -0.14 -0.04 0.409
H -2.980 0.383 5.025 0.82 -0.30 0.19 0.387
H -4.169 1.938 3.404 0.73 -0.30 0.33 0.553
H -5.281 1.142 2.419 -0.03 -0.29 -0.12 0.317
H -3.586 0.956 0.755 -0.57 0.01 0.14 -0.331
H -2.855 -0.285 1.735 -0.13 -0.09 0.23 0.285
H -1.416 1.611 1.460 0.06 0.00 -0.41 -0.084
C 7.015 2.547 1.934 -0.37 -0.21 -0.45 -0.901
N 6.640 1.902 3.240 0.50 -0.70 -1.03 -0.125
C 5.341 1.128 3.002 0.30 1.30 0.91 -0.952
C 7.635 0.825 3.657 -0.27 0.35 0.02 -0.903
C 6.590 3.036 4.278 0.23 -1.21 -0.61 -0.272
C 6.112 2.624 5.654 -1.49 -0.06 0.50 -0.274
O 6.290 3.696 6.540 0.80 -0.30 0.18 -0.483
H 7.191 1.790 1.170 -0.11 -0.18 0.18 0.360
H 7.900 3.180 1.951 -0.02 -0.04 0.60 0.375
H 6.138 3.130 1.655 0.22 0.20 -0.18 0.436
H 5.486 0.246 2.387 0.34 0.11 0.02 0.358
H 4.642 1.810 2.521 -0.11 -0.06 0.10 0.403
H 5.013 0.861 4.004 -0.31 -0.26 -0.20 0.407
H 7.651 0.071 2.875 -0.21 -0.12 0.16 0.399
H 7.227 0.473 4.599 0.38 -0.55 -0.10 0.443
H 8.667 1.146 3.790 -0.22 0.63 0.05 0.344
H 5.972 3.840 3.880 0.09 -0.01 -0.15 0.486
H 7.645 3.308 4.262 -0.14 0.54 0.55 0.289
H 6.508 1.676 6.019 0.95 0.55 0.34 0.293
H 5.044 2.366 5.715 -0.20 0.12 -0.82 0.039
H 5.669 4.404 6.344 0.02 0.00 0.03 0.331
C 4.624 0.765 -3.747 -1.34 0.68 -0.06 -0.801
N 3.189 1.255 -3.875 -0.69 0.35 -1.48 -0.016
C 2.972 1.846 -5.286 -0.04 -0.56 1.03 -0.802
C 2.312 0.055 -3.691 0.12 0.26 0.20 -1.270
C 2.872 2.388 -2.857 -0.34 -1.59 -0.37 -0.371
C 1.394 2.779 -2.803 -0.71 -0.60 0.95 -0.020
O 1.193 3.615 -1.698 0.42 0.78 -0.41 -0.578
H 4.806 0.118 -4.601 0.29 0.11 0.01 0.379
H 4.637 0.190 -2.824 0.48 0.16 0.05 0.353
H 5.230 1.667 -3.731 0.41 -0.32 0.01 0.383
H 3.754 2.597 -5.339 -0.17 0.08 -0.74 0.433
H 1.966 2.251 -5.367 0.16 0.35 0.33 0.307
H 2.984 1.059 -6.037 0.73 -0.01 0.06 0.356
H 1.266 0.347 -3.696 0.07 0.02 0.19 0.441
H 2.627 -0.396 -2.751 -0.46 -0.06 0.11 0.383
H 2.455 -0.671 -4.490 0.35 0.21 -0.11 0.501
H 3.412 3.288 -3.146 0.48 -0.27 0.17 0.296
H 3.189 1.920 -1.926 0.05 0.60 0.29 0.467
H 0.692 1.953 -2.646 0.40 -0.50 -0.27 -0.169
H 1.102 3.232 -3.751 -0.03 0.60 0.28 0.411
H 1.091 3.083 -0.881 -0.25 -0.43 -0.22 0.209
C 2.254 2.632 4.251 -0.23 -0.82 -0.29 -0.880
N 0.993 3.181 4.875 0.32 -0.52 1.00 0.303
C -0.002 2.076 4.831 -1.19 0.06 -1.29 -1.202
C 1.278 3.429 6.363 -0.82 -0.10 -0.95 -0.910
C 0.469 4.464 4.248 0.53 -0.28 -0.54 -0.724
C 0.067 4.382 2.754 -0.28 0.17 0.54 -0.057
O 1.111 4.067 1.883 0.45 -0.46 0.19 -0.549
H 1.936 1.867 3.544 0.10 0.33 -0.37 0.090
H 2.821 2.074 4.996 -0.08 0.36 0.30 0.484
H 2.875 3.358 3.738 -0.31 0.35 0.20 0.383
H -0.212 1.824 3.790 0.44 -0.10 -0.08 0.324
H -0.995 2.398 5.148 0.32 0.26 0.70 0.486
H 0.333 1.186 5.357 0.16 0.21 0.17 0.417
H 2.114 4.120 6.411 0.09 -0.21 0.40 0.385
H 1.388 2.433 6.784 0.74 0.23 0.25 0.415
H 0.379 3.836 6.822 0.10 0.31 -0.11 0.421
H 1.277 5.184 4.382 0.02 0.04 -0.07 0.400
H -0.356 4.771 4.889 -0.16 0.03 -0.23 0.442
H -0.280 5.391 2.522 -0.19 0.05 0.07 0.502
H -0.784 3.707 2.636 -0.03 -0.01 -0.03 -0.069
H 0.906 3.247 1.375 -0.15 -0.16 0.07 0.409
```
Positions in Å, forces in eV/Å.

---

2.
One molecule with the formula C24H28N4O4, computed with ωB97M-V/def2-TZVPD.

The value obtained for the HOMO energy is -7.938 eV. Its HOMO-LUMO gap is 8.509 eV. For the energy above the lowest of the compared OMol25 structures with the same formula, charge and spin, the calculation gives 155.9 kJ/mol. Its multiplicity is 1. The LUMO energy is 0.57 eV.

The geometry in XYZ format:
```
60
Properties=species:S:1:pos:R:3:forces:R:3:mulliken_charge:R:1
C -3.018 -1.576 -1.027 0.04 -0.03 0.14 -0.463
H -3.789 -2.120 -0.469 0.02 0.00 0.00 0.351
O -3.566 -0.951 -2.167 -0.05 0.20 -0.24 -0.429
C -4.542 0.032 -1.900 0.14 0.22 -0.20 -0.714
C -3.966 1.462 -1.990 -0.52 -0.37 -0.20 0.007
N -2.930 1.682 -1.000 0.33 0.07 0.01 0.522
C -3.073 1.886 0.337 0.33 0.07 0.68 0.282
C -1.803 1.959 0.901 -0.63 0.13 -0.69 0.596
C -0.872 1.796 -0.162 -0.18 0.01 -0.07 -0.365
C -1.586 1.635 -1.311 0.48 -0.09 -0.06 0.447
C -1.067 1.412 -2.688 -0.13 0.02 0.01 -2.022
H -1.348 2.224 -3.360 0.02 0.00 -0.12 0.323
H 0.018 1.366 -2.648 0.05 0.01 -0.02 0.428
H -1.440 0.474 -3.100 0.02 -0.02 -0.09 0.387
H 0.197 1.844 -0.095 0.26 0.01 -0.08 0.803
C -1.521 2.084 2.314 0.14 -0.06 0.24 0.525
O -2.285 2.544 3.137 0.15 0.04 0.06 -0.673
C -0.143 1.583 2.764 -0.18 0.06 0.40 -0.818
N 0.255 0.363 2.104 -0.10 0.14 0.28 0.283
C 1.486 0.166 1.544 0.04 -0.18 -0.20 0.334
O 2.396 0.955 1.550 0.06 0.16 -0.06 -0.701
C 1.462 -1.234 0.946 0.34 -0.25 -0.07 0.381
N 0.087 -1.609 1.138 0.08 -0.26 -0.21 0.144
C -0.613 -0.709 1.872 -0.02 -0.19 -0.15 -0.095
O -1.757 -0.791 2.235 -0.32 0.07 0.30 -0.634
H -0.275 -2.523 0.930 -0.10 0.07 0.10 0.268
H 1.730 -1.201 -0.116 0.01 0.13 0.12 0.357
C 2.450 -2.162 1.688 0.09 0.39 -0.15 -1.320
C 3.855 -1.734 1.433 0.09 -0.05 0.36 0.820
C 4.644 -0.965 2.238 -0.35 -0.35 0.01 -0.951
N 5.849 -0.742 1.638 0.32 0.30 0.20 0.047
C 5.859 -1.349 0.416 -0.23 -0.32 -0.46 -0.644
C 6.847 -1.404 -0.559 0.08 0.03 -0.01 -0.806
C 6.569 -2.110 -1.709 0.13 0.07 0.02 -0.479
C 5.340 -2.751 -1.890 -0.13 -0.13 -0.16 -0.778
C 4.358 -2.702 -0.927 0.04 0.03 0.02 -0.370
C 4.609 -1.993 0.248 0.39 0.21 0.09 1.192
H 3.413 -3.205 -1.076 -0.10 -0.07 -0.04 0.417
H 5.164 -3.295 -2.807 -0.02 -0.05 -0.06 0.382
H 7.313 -2.173 -2.489 0.07 0.01 -0.05 0.379
H 7.797 -0.910 -0.419 0.11 0.04 -0.01 0.378
H 6.590 -0.178 2.016 -0.09 -0.07 -0.04 0.190
H 4.428 -0.561 3.208 -0.04 0.11 0.15 0.432
H 2.231 -2.131 2.757 -0.09 -0.09 -0.01 0.339
H 2.296 -3.182 1.329 -0.06 -0.02 0.08 0.448
H 0.619 2.335 2.534 -0.06 -0.09 0.02 0.404
H -0.180 1.435 3.848 -0.02 0.12 -0.17 0.324
C -4.360 1.975 1.071 -0.10 -0.06 0.04 -1.877
H -4.813 2.958 0.942 -0.10 0.03 0.03 0.296
H -5.070 1.215 0.754 -0.11 -0.02 -0.04 0.321
H -4.153 1.847 2.131 -0.07 0.01 -0.05 0.449
C -5.071 2.517 -1.950 0.19 -0.16 -0.06 -1.680
H -5.780 2.331 -1.150 -0.09 0.03 0.09 0.333
H -5.612 2.508 -2.892 -0.07 0.00 -0.07 0.460
H -4.636 3.504 -1.812 -0.01 0.10 0.01 0.409
H -3.470 1.533 -2.962 -0.06 -0.03 0.17 0.338
H -5.311 -0.070 -2.673 0.00 0.06 0.11 0.463
H -5.003 -0.143 -0.923 -0.03 0.05 0.00 0.241
H -2.281 -2.283 -1.402 0.03 -0.04 0.08 0.283
H -2.532 -0.868 -0.352 0.02 0.02 0.01 0.034
```
Positions in Å, forces in eV/Å.

---

3.
C49H45ClN2OP2W as an isolated structure at a distorted geometry, computed with ωB97M-V/def2-TZVPD.

The value obtained for the HOMO energy (alpha / beta) is -12.739 / -12.991 eV. Its HOMO-LUMO gap (alpha / beta) is 6.510 / 6.746 eV. Its charge is +2. For the energy above the lowest of the compared OMol25 structures with the same formula, charge and spin, the calculation gives 83.5 kJ/mol. Its multiplicity is 3. The LUMO energy (alpha / beta) is -6.23 / -6.24 eV.

The geometry in XYZ format:
```
101
Properties=species:S:1:pos:R:3:forces:R:3:mulliken_charge:R:1
W 0.632 -0.647 0.109 -1.15 -3.17 -0.35 -0.402
C 1.419 -3.972 2.318 -1.12 -0.56 0.41 -1.376
C 1.123 -2.787 3.290 2.24 -1.21 -0.03 0.338
C -0.330 -2.462 3.492 -0.78 -1.28 -0.13 -0.921
C 1.959 -1.520 2.956 -0.73 -0.70 -1.52 -0.073
C 2.226 -0.693 4.188 -0.74 0.19 1.57 -0.937
O 1.443 0.537 4.060 -0.36 -0.58 -2.55 -0.416
C 0.905 0.529 2.794 0.29 -0.33 2.60 0.196
N 1.062 -0.564 2.103 1.67 0.66 1.08 0.494
C 0.259 1.793 2.485 0.58 1.18 -2.51 -0.501
C -0.105 2.636 3.495 -0.66 0.38 1.60 -0.228
C -0.197 4.028 3.324 -0.41 -0.85 0.09 -1.053
C 0.108 4.618 2.118 0.29 -0.10 -0.75 -0.881
C 0.539 3.794 1.042 -0.89 0.21 2.01 -0.824
C 0.460 2.417 1.192 1.64 -0.08 0.13 0.857
P 1.150 1.563 -0.267 -0.11 1.05 -0.44 1.937
C 0.057 1.995 -1.647 -0.22 0.89 0.00 1.562
C 0.388 1.515 -2.922 -0.05 0.85 0.53 -1.340
C -0.164 2.088 -4.054 -0.62 -0.14 0.53 -0.776
C -1.136 3.089 -3.935 -0.54 0.06 0.14 -0.769
C -1.486 3.589 -2.657 0.88 -1.80 -0.16 -0.860
C -0.914 3.001 -1.500 0.30 -0.08 -2.77 -1.456
C 2.742 2.347 -0.624 0.32 1.39 0.58 0.728
C 3.534 2.769 0.488 -0.60 -0.92 -0.85 -0.165
C 4.716 3.450 0.276 -0.54 0.08 -0.28 -0.766
C 5.039 3.878 -1.006 -0.86 -0.25 -0.15 -0.695
C 4.198 3.595 -2.087 0.63 -0.90 -0.54 -0.833
C 3.069 2.760 -1.928 1.24 0.03 1.14 -0.766
H 1.048 -4.949 2.768 0.23 1.24 -0.57 0.382
H 2.485 -4.109 2.191 0.32 0.08 -0.05 0.528
H 0.960 -3.869 1.313 0.09 0.06 0.52 0.069
H 1.601 -3.160 4.241 -0.63 0.51 -0.59 0.416
H -0.882 -2.571 2.511 0.34 0.14 1.09 -0.086
H -0.427 -1.439 3.843 -0.46 -0.06 0.34 0.244
H -0.724 -3.203 4.246 -0.04 0.99 -0.88 0.488
H 2.896 -1.782 2.374 -1.13 0.44 0.60 0.630
H 3.260 -0.441 4.356 0.35 0.31 -0.19 0.287
H 1.859 -1.158 5.131 0.21 0.08 -0.78 0.429
H -0.355 2.197 4.477 0.45 0.44 -0.49 0.471
H -0.479 4.586 4.198 -0.15 0.39 0.00 0.497
H 0.019 5.699 1.980 0.30 -0.36 0.16 0.491
H 1.037 4.227 0.194 -0.40 0.15 -0.49 0.650
H 1.174 0.794 -3.010 0.25 -0.55 -0.18 0.723
H 0.148 1.687 -4.999 -0.12 0.09 -0.45 0.559
H -1.696 3.391 -4.845 0.67 0.17 0.79 0.363
H -2.213 4.363 -2.540 -0.37 0.31 -0.05 0.536
H -1.217 3.368 -0.573 -0.32 0.41 1.32 0.627
H 3.222 2.478 1.489 0.15 0.13 -0.07 0.323
H 5.365 3.694 1.091 0.21 0.07 0.40 0.507
H 5.952 4.423 -1.130 0.29 0.26 -0.31 0.470
H 4.576 3.855 -3.095 -0.62 -0.04 0.66 0.356
H 2.561 2.301 -2.756 -0.08 0.57 -0.30 0.513
Cl 3.214 -3.173 -3.333 0.40 -0.28 -0.46 -0.181
C 4.218 -2.136 -2.383 -1.45 1.65 1.14 0.406
C 5.560 -1.924 -2.636 -0.53 0.03 1.06 -0.597
C 6.329 -1.187 -1.722 -0.40 -0.08 -0.18 -0.543
C 5.695 -0.418 -0.745 1.76 -0.90 -0.63 -0.808
C 4.345 -0.570 -0.612 -1.94 1.46 2.10 0.907
C 3.530 -1.408 -1.325 1.19 -1.90 -0.77 0.534
C 2.126 -1.820 -0.897 -0.30 0.38 -0.86 -1.994
H 6.001 -2.389 -3.478 0.51 -0.60 -0.55 0.488
H 7.403 -1.335 -1.763 0.00 0.62 -0.14 0.403
H 6.296 0.156 -0.042 -0.32 -0.01 -0.17 0.441
H 3.840 0.006 0.204 0.53 -0.48 -0.55 -0.012
H 1.615 -1.850 -1.886 -0.35 -0.50 0.31 0.587
H 2.118 -2.868 -0.488 0.03 0.78 -0.44 0.675
N -1.128 -0.963 -0.370 1.37 0.19 0.55 1.063
P -2.732 -1.118 -0.478 0.77 -0.51 1.25 1.945
C -3.101 -1.554 -2.118 -0.65 -1.00 -1.68 -0.097
C -4.136 -2.491 -2.426 0.95 1.51 -0.56 -0.547
C -4.366 -2.747 -3.781 -1.24 -1.58 -0.38 -0.605
C -3.681 -2.130 -4.812 1.27 0.98 0.63 -0.651
C -2.661 -1.201 -4.484 0.51 0.37 -1.18 -0.408
C -2.315 -0.977 -3.148 0.03 -0.04 -0.12 -0.027
C -3.241 -2.435 0.648 0.91 0.18 -0.19 0.174
C -3.912 -2.171 1.833 -0.26 -1.43 0.35 -0.477
C -4.108 -3.226 2.750 0.56 -0.65 -0.49 -0.847
C -3.597 -4.514 2.478 0.31 0.49 -0.19 -0.453
C -2.939 -4.746 1.258 0.59 -0.45 0.02 -0.700
C -2.682 -3.696 0.384 -0.92 -0.37 -0.45 -0.593
C -3.552 0.382 -0.002 -0.44 1.14 -0.13 -0.086
C -4.724 0.779 -0.667 -0.17 0.51 0.32 -0.670
C -5.218 2.072 -0.463 0.36 0.63 -0.24 -0.733
C -4.597 2.930 0.465 0.01 -0.80 0.05 -0.489
C -3.568 2.471 1.287 0.92 -0.51 -0.41 -0.685
C -2.978 1.241 0.950 -0.10 -0.51 0.78 0.472
H -4.728 -2.933 -1.628 0.10 -0.07 -0.25 0.503
H -5.103 -3.525 -4.119 0.62 0.86 0.77 0.336
H -3.854 -2.408 -5.850 -0.14 0.20 0.28 0.427
H -2.100 -0.647 -5.327 -0.85 -1.13 1.53 0.325
H -1.380 -0.412 -2.905 -1.22 -0.27 -0.15 -0.127
H -4.317 -1.202 2.030 -0.18 0.46 0.14 0.521
H -4.650 -3.084 3.672 0.00 0.25 0.07 0.462
H -3.609 -5.339 3.212 -0.47 0.65 -0.44 0.411
H -2.574 -5.763 0.997 -0.27 0.84 0.34 0.383
H -2.197 -3.877 -0.589 -0.08 0.06 0.66 0.439
H -5.268 0.106 -1.324 0.31 0.10 -0.13 0.453
H -6.014 2.489 -1.111 0.42 -0.55 0.63 0.389
H -4.897 3.952 0.564 -0.48 0.36 0.05 0.478
H -3.130 3.070 2.114 -0.43 -0.34 -0.81 0.374
H -2.103 0.854 1.507 -0.50 0.45 -0.34 0.187
```
Positions in Å, forces in eV/Å.